This record from OMol25 describes a cluster of 2 separate species, C3HF3O in total at a distorted geometry. The level of theory is ωB97M-V/def2-TZVPD.

Each line ends with the natural charge from an NBO analysis.
CARTESIAN COORDINATES (ANGSTROEM)
1 C 1.34863 0.22588 -2.75341  0.5218
2 C -0.54918 0.55646 0.82553  0.0673
3 C -0.20589 -0.72319 0.67146  0.6553
4 O 0.90266 0.49049 -1.72869  -0.5241
5 F -1.50547 1.18837 0.17138  -0.3023
6 F -0.87858 -1.70357 0.06313  -0.2970
7 F 0.96751 -1.22344 1.14877  -0.3109
8 H -0.07968 1.18899 1.60183  0.1898

Forces on atoms 1 to 3 (eV/Å):
C -1.057 0.618 2.428
C 1.199 -0.342 1.341
C 0.435 -0.597 0.331

Results
Kohn-Sham gap in eV: 10.84
E_HOMO in eV: -9.887
E_LUMO in eV: 0.95
Spin multiplicity: 1

---

This record from OMol25 describes the molecule C3H7INP at a distorted geometry. The level of theory is ωB97M-V/def2-TZVPD.

Each line ends with the natural charge from an NBO analysis.
CARTESIAN COORDINATES (ANGSTROEM)
1 C 1.28924 -2.19178 0.31477  -0.1306
2 C 1.12949 -1.00714 0.19969  -0.3942
3 P 0.81782 0.72156 -0.10420  0.8817
4 I 3.17483 1.29999 0.70123  -0.3680
5 C -0.96814 0.38265 -0.65390  -0.5557
6 N -1.87928 0.57843 0.49020  -0.8361
7 H 1.38833 -3.25086 0.25401  0.2460
8 H 1.13517 1.27747 -1.35769  0.0244
9 H 0.32442 1.54208 0.93410  0.0308
10 H -1.23377 1.07470 -1.45564  0.1972
11 H -1.02167 -0.64900 -1.01165  0.1939
12 H -2.70748 0.01041 0.35325  0.3636
13 H -1.44897 0.21149 1.33584  0.3471

Forces on atoms 1 to 3 (eV/Å):
C -0.108 -0.005 -0.452
C 0.052 0.641 0.081
P -1.592 -0.643 -0.365

Results
Kohn-Sham gap in eV: 9.14
SMILES string: C#C[PH2](I)CN
E_HOMO in eV: -8.841
E_LUMO in eV: 0.30
Spin multiplicity: 1

---

This record from OMol25 describes the molecule C6H10O. The level of theory is ωB97M-V/def2-TZVPD.

Each line ends with the natural charge from an NBO analysis.
CARTESIAN COORDINATES (ANGSTROEM)
1 C 0.64239 1.71016 -1.04323  -0.6121
2 C 0.73743 0.21418 -0.94325  -0.2272
3 C -0.27553 -0.84395 -0.67230  -0.1811
4 C -1.43554 -0.34422 0.18473  -0.4464
5 C -0.45153 -0.31340 1.35362  0.1027
6 O -0.37351 -1.56580 2.01888  -0.7124
7 C 0.76189 -0.40078 0.40876  -0.2936
8 H 1.67611 2.07817 -1.05245  0.2180
9 H 0.18154 2.08480 -0.12627  0.2084
10 H 0.12423 2.09679 -1.92393  0.2097
11 H 1.46021 -0.23366 -1.63413  0.2191
12 H -0.30754 -1.76400 -1.25013  0.2213
13 H -2.28894 -1.01599 0.30824  0.2272
14 H -1.78661 0.65256 -0.11260  0.2061
15 H -0.58813 0.44695 2.12754  0.1726
16 H 0.24940 -2.06337 1.45846  0.4680
17 H 1.67413 -0.73844 0.89806  0.2195

Forces on atoms 1 to 3 (eV/Å):
C -0.129 0.165 -0.005
C 0.091 0.110 -0.129
C -0.151 -0.197 -0.433

Results
Kohn-Sham gap in eV: 10.50
SMILES string: C[C@@H]1[C@@H]2C[C@@H](O)[C@H]12
E_HOMO in eV: -9.466
E_LUMO in eV: 1.04
Spin multiplicity: 1

---

This record from OMol25 describes a cluster of 2 separate species, C4H12N2 in total at a distorted geometry. The level of theory is ωB97M-V/def2-TZVPD.

Each line ends with the natural charge from an NBO analysis.
CARTESIAN COORDINATES (ANGSTROEM)
1 C 1.18493 0.34952 -3.13713  -0.6038
2 C 0.80696 0.48819 -1.80666  0.0296
3 N 1.50468 0.05983 -0.67889  -0.8675
4 H 2.14829 -0.07269 -3.40148  0.1749
5 H 0.53496 0.73166 -3.95469  0.1911
6 H -0.14492 0.85259 -1.64978  0.1739
7 H 2.12496 -0.71992 -0.87581  0.3682
8 H 0.75448 -0.04894 0.17097  0.4299
9 C -0.02240 0.31153 2.32772  -0.8127
10 N -0.54586 -0.80170 1.42546  -0.7321
11 C -1.81014 -0.36942 0.65988  -0.7361
12 H 0.96858 -0.16337 2.71530  0.1678
13 H 0.36763 1.14776 1.70295  0.1759
14 H -0.73773 0.61493 3.14626  0.1651
15 H -0.57252 -1.64024 1.97989  0.3519
16 H -2.51404 0.09634 1.36141  0.1698
17 H -2.43005 -1.16615 0.15001  0.1805
18 H -1.61780 0.33009 -0.13541  0.1737

Forces on atoms 1 to 3 (eV/Å):
C -0.813 0.671 1.734
C 2.671 -1.733 -2.849
N -2.753 0.613 1.263

Results
Kohn-Sham gap (spin up / spin down) in eV: 2.69 / 8.59
E_HOMO (spin up / spin down) in eV: 1.275 / -4.732
<S²>: 0.750
Net charge: -1
E_LUMO (spin up / spin down) in eV: 3.96 / 3.86
Spin multiplicity: 2

---

This record from OMol25 describes the molecule C2H4N2O2S2 at a distorted geometry. The level of theory is ωB97M-V/def2-TZVPD.

Each line ends with the natural charge from an NBO analysis.
CARTESIAN COORDINATES (ANGSTROEM)
1 O -0.38710 -1.13548 1.27810  -0.5497
2 N 0.60298 -0.14376 1.32971  -0.3112
3 C 0.86858 0.68838 0.29977  0.0036
4 S 2.23262 1.58264 0.24693  -0.0331
5 C -0.37100 0.91229 -0.52114  0.0113
6 S -1.37140 2.19522 -0.30749  -0.0787
7 N -0.64962 -0.09121 -1.38398  -0.2806
8 O 0.28204 -1.08436 -1.57336  -0.5272
9 H -1.09488 -0.61052 1.69422  0.4893
10 H 1.34587 -0.37700 1.98045  0.3970
11 H -1.40463 -0.11671 -2.02881  0.3994
12 H -0.05347 -1.81951 -1.01439  0.4799

Forces on atoms 1 to 3 (eV/Å):
O -0.300 1.238 0.246
N 1.161 -0.535 0.268
C -0.391 0.414 0.759

Results
Kohn-Sham gap in eV: 8.68
SMILES string: ONC(=S)C(=S)NO
E_HOMO in eV: -8.742
E_LUMO in eV: -0.06
Spin multiplicity: 1

---

This record from OMol25 describes a cluster of 8 separate species, C32H76Cl8N4 in total at a distorted geometry. The level of theory is ωB97M-V/def2-TZVPD.

Each line ends with the Löwdin charge.
CARTESIAN COORDINATES (ANGSTROEM)
1 C 2.73962 -0.48487 5.35351  -0.1276
2 C 1.72362 -1.48787 4.93951  -0.2775
3 N 1.97462 -2.17187 3.67351  -0.1824
4 C 1.35262 -3.45987 3.50951  -0.3114
5 C 0.04662 -3.62087 3.90051  -0.1478
6 C 1.72562 -1.31787 2.54751  -0.1996
7 C 2.90062 -1.60787 1.48751  -0.0232
8 H 2.98962 0.27213 4.57751  0.0668
9 H 3.69962 -0.89787 5.55051  0.0532
10 H 2.49262 0.20613 6.32551  0.1350
11 H 0.73662 -1.05987 4.97551  0.1131
12 H 1.98462 -1.99787 5.81251  0.0927
13 H 1.97462 -4.16487 4.40351  0.1920
14 H 1.57262 -3.81187 2.69251  0.0063
15 H -0.53538 -3.10087 4.67251  0.0867
16 H 0.00662 -4.66187 4.31651  0.1009
17 H -0.72638 -3.45987 3.10551  0.0876
18 H 1.68062 -0.36487 2.81251  0.0503
19 H 0.64562 -1.61187 2.17951  0.1396
20 H 2.84262 -2.58887 1.13051  0.0389
21 H 3.86362 -1.40987 1.94951  0.0694
22 H 2.90362 -0.83287 0.75351  0.0376
23 C -0.83338 5.82013 0.19051  -0.0348
24 C -0.91138 6.91413 1.34051  -0.1605
25 N -0.89138 6.12213 2.64051  -0.1822
26 C -0.06638 6.70513 3.63151  -0.2896
27 C -0.27838 8.08713 4.01151  -0.0752
28 C -2.18438 5.74313 3.19351  -0.2852
29 C -2.12038 4.45513 3.89651  -0.0979
30 H 0.17162 5.27313 0.38351  0.1261
31 H -0.62838 6.23313 -0.68849  0.0116
32 H -1.62738 5.39313 -0.09049  -0.0233
33 H -1.69738 7.61413 1.30451  0.0879
34 H -0.12538 7.63313 1.31951  0.0924
35 H 0.88862 6.90913 3.29351  0.0915
36 H 0.07962 6.02813 4.42951  0.1205
37 H -0.54238 8.76813 3.20751  0.1017
38 H 0.64262 8.37513 4.37851  0.0723
39 H -0.86238 8.13413 4.72551  -0.0106
40 H -3.01638 5.73113 2.39151  0.1491
41 H -2.45638 6.50413 3.90151  0.1000
42 H -1.90738 4.41513 4.95551  0.0709
43 H -1.28638 4.01913 3.32351  0.0724
44 H -3.11938 4.05313 3.78651  0.0740
45 C 2.39462 -7.43087 2.21351  -0.0765
46 C 1.71762 -6.68687 0.94251  -0.2249
47 N 0.18462 -6.84687 0.90551  -0.1723
48 C -0.61138 -5.79487 0.44251  -0.3597
49 C -0.35438 -5.25087 -0.77149  -0.1147
50 C -0.05338 -8.04287 0.13951  -0.2463
51 C -1.51838 -8.61387 0.41351  -0.0460
52 H 1.82562 -6.99287 3.16151  0.0922
53 H 3.42962 -6.89287 2.17551  0.0925
54 H 2.19562 -8.50587 2.05351  0.0528
55 H 2.21862 -7.03187 0.01451  0.1037
56 H 1.98562 -5.61987 0.89351  0.0874
57 H -0.32938 -5.06387 1.23351  0.1146
58 H -1.73138 -5.79187 0.61651  0.1501
59 H 0.71062 -5.17787 -1.06249  0.1134
60 H -0.69538 -4.25287 -0.79049  0.0849
61 H -0.67838 -5.71487 -1.51549  0.0083
62 H 0.66062 -8.74687 0.48051  0.0794
63 H 0.20862 -7.98387 -0.93249  0.1178
64 H -2.36038 -7.87687 0.10951  0.0986
65 H -1.68838 -9.02587 1.30651  0.0124
66 H -1.65238 -9.47687 -0.19649  0.0480
67 C -1.04138 2.14513 1.13151  -0.1055
68 C -0.85738 0.95613 0.27051  -0.2481
69 N -0.09838 1.24413 -0.93849  -0.1652
70 C 0.50462 0.21013 -1.67749  -0.3392
71 C 0.19962 -1.15087 -1.42949  -0.0844
72 C -0.88838 2.05513 -1.96549  -0.1997
73 C 0.13462 2.86713 -2.84549  -0.0593
74 H -1.34738 1.85313 2.22351  0.1156
75 H -1.75338 2.66213 0.70551  -0.0222
76 H -0.28738 2.84613 1.44351  0.0642
77 H -1.82138 0.77213 -0.07449  0.0425
78 H -0.36138 0.05913 0.85351  0.1381
79 H 1.43362 0.33313 -1.09749  0.1035
80 H 0.88962 0.47513 -2.63649  0.0497
81 H -0.34638 -1.51087 -0.64749  0.0690
82 H 0.80462 -1.81987 -1.74649  0.0264
83 H -0.47538 -1.15187 -2.07849  0.0091
84 H -1.84538 2.75413 -1.66649  0.1327
85 H -1.42438 1.34313 -2.54649  0.0604
86 H -0.59938 3.51813 -3.23049  0.0408
87 H 0.58362 2.24313 -3.65349  0.0519
88 H 0.76062 3.36213 -2.14049  0.0646
89 Cl -4.39538 1.58613 -0.49949  0.6633
90 C -5.50638 2.54613 -1.42249  -0.7079
91 C -4.88038 3.68413 -2.02649  -0.7247
92 Cl -5.98638 4.95213 -2.61049  0.5699
93 H -6.24038 2.85613 -0.78149  0.0400
94 H -5.79438 1.95213 -2.32849  0.0919
95 H -4.27938 3.47913 -2.89749  0.0515
96 H -4.14638 4.14713 -1.29449  0.0825
97 Cl 0.20762 -0.36887 -5.15749  0.5834
98 C 1.61062 -0.52087 -6.35849  -0.5694
99 C 2.24162 0.79613 -6.51349  -0.6750
100 Cl 1.28562 2.05713 -7.37849  0.5414
101 H 1.18762 -0.97287 -7.24549  0.0726
102 H 2.23062 -1.32087 -5.99949  0.0535
103 H 3.14462 0.61613 -6.96449  0.0409
104 H 2.51062 1.23713 -5.45749  0.0962
105 Cl 6.38862 1.88813 -1.54649  0.5617
106 C 5.62862 0.41413 -2.17649  -0.7450
107 C 4.29262 0.62813 -2.76649  -0.7242
108 Cl 3.50462 -0.89687 -3.16449  0.6327
109 H 5.55362 -0.40187 -1.29949  0.1144
110 H 6.29462 -0.05887 -2.96249  0.0878
111 H 4.53162 1.30413 -3.56749  0.0609
112 H 3.64662 1.22413 -1.99049  0.1112
113 Cl -4.56738 -0.64187 -3.98749  0.5888
114 C -3.32938 0.29313 -4.72449  -0.7313
115 C -3.22838 0.00413 -6.29349  -0.6797
116 Cl -4.72738 0.32613 -7.17249  0.5527
117 H -2.27638 0.13213 -4.23549  0.0471
118 H -3.44638 1.32413 -4.56149  0.0318
119 H -2.93538 -1.20987 -6.35349  0.1373
120 H -2.36438 0.40713 -6.54349  -0.0292

Forces on atoms 1 to 3 (eV/Å):
C 0.833 4.906 0.168
C 0.191 0.351 -0.504
N 0.754 0.996 1.163

Results
Kohn-Sham gap in eV: 7.78
SMILES string: CCN(CC)CC.CCN(CC)CC.CCN(CC)CC.CCN(CC)CC.ClCCCl.ClCCCl.ClCCCl.ClCCCl
E_HOMO in eV: -7.466
E_LUMO in eV: 0.31
Spin multiplicity: 1

---

It is found that the DFT total energy values, taken in the order of the records, are -489.68815, -812.18276, -309.76428, -268.98166, -1134.84718, -5164.72160 Eh.
It is found that the relative energy (zero: lowest compared OMol25 entry of this formula, charge and spin) values, taken in the order of the records, are 128.9, 277.2, 205.0, 188.9, 288.6, 1536.6 kJ/mol.